No. 1
C3H5N3O | ωB97M-V with the def2-TZVPD basis set

Cartesian coordinates (Å):
H -1.87258 -1.09600 -0.24776
C -0.46089 0.48037 -0.22134
H 2.02827 -1.87528 0.81520
N 2.63846 0.57834 0.07575
N 0.26715 1.21661 -0.73668
H -2.45122 1.16552 -1.04469
C 1.91839 -0.37021 0.28441
N 1.17571 -1.30295 0.61705
C -1.73245 -0.10682 0.20770
H 2.97721 0.70537 -0.86439
O -2.71778 0.82592 -0.17802
H -1.77028 -0.22085 1.29278

The calculation puts the frontier orbital gap at 0.421 Ha. The energy above the lowest of the compared OMol25 structures with the same formula, charge and spin comes out at 306.3 kJ/mol. Its net charge is 0. Its LUMO energy is 0.8 eV. As for the multiplicity: 1. The calculation puts the HOMO energy at -10.69 eV. As for the SMILES: N#CCO.N=C=N. The largest force on an atom is 1.8 eV/Å.

---

No. 2
C3H5N3O | ωB97M-V with the def2-TZVPD basis set

Cartesian coordinates (Å):
H -0.92237 1.21141 -1.54385
H 0.33254 0.49854 -2.60318
N 0.63569 -0.54044 -0.90196
C 0.13550 0.90931 -1.62633
O 0.88886 1.96739 -1.21195
H -1.33122 -0.71615 2.69670
C -0.72360 -0.84527 1.80699
H 0.16741 -2.43119 2.36419
N 0.11504 -1.78035 1.59203
C -0.16745 -0.15950 -0.08222
N -0.94953 0.14723 0.84530
H 1.81912 1.73901 -1.33572

The calculation puts the frontier orbital gap at 0.370 Ha. The energy above the lowest of the compared OMol25 structures with the same formula, charge and spin comes out at 383.5 kJ/mol. Its net charge is 0. Its LUMO energy is 0.8 eV. As for the multiplicity: 1. The calculation puts the HOMO energy at -9.25 eV. The largest force on an atom is 1.6 eV/Å.

---

No. 3
C3H5N3O | ωB97M-V with the def2-TZVPD basis set

Cartesian coordinates (Å):
H -2.68312 -0.31452 0.75085
H 0.06244 -1.91617 -0.32670
N 2.35914 -0.51519 0.18670
H -1.29874 2.12764 0.14508
H 1.01415 1.82783 -0.69578
H 2.52072 -1.53076 0.04599
C -0.67638 1.22888 0.03500
N 0.69593 1.23239 0.00543
O -2.21261 -0.67545 0.01707
C 1.17878 -0.11373 -0.01832
C -1.06004 -0.06659 -0.04487
N 0.00654 -0.87173 -0.17598

The calculation puts the frontier orbital gap at 0.292 Ha. The energy above the lowest of the compared OMol25 structures with the same formula, charge and spin comes out at 190.8 kJ/mol. Its net charge is 0. Its LUMO energy is 0.6 eV. As for the multiplicity: 1. The calculation puts the HOMO energy at -7.32 eV. As for the SMILES: [H]/N=c1/[nH]cc(O)[nH]1. The largest force on an atom is 3.8 eV/Å.

---

No. 4
C3H5N3O | ωB97M-V with the def2-TZVPD basis set

Cartesian coordinates (Å):
N 0.36712 -0.91645 0.91943
C 1.30999 0.67502 0.30526
O 2.38273 1.55345 0.32482
H 0.61895 1.97667 -1.11079
N 0.44393 1.12260 -0.57754
H -1.46850 0.67581 -1.43130
C -0.71576 0.36909 -0.73217
H -1.49736 -2.61658 -0.16166
N -1.58221 -1.75426 0.34124
H -2.26594 -1.67877 1.06973
H 3.07916 1.30459 0.93858
C -0.67210 -0.71117 0.11440

The calculation puts the frontier orbital gap at 0.289 Ha. The energy above the lowest of the compared OMol25 structures with the same formula, charge and spin comes out at 452.1 kJ/mol. Its net charge is 0. Its LUMO energy is 0.6 eV. As for the multiplicity: 1. The calculation puts the HOMO energy at -7.31 eV. The largest force on an atom is 4.9 eV/Å.

---

No. 5
C3H5N3O2S | ωB97M-V with the def2-TZVPD basis set

Cartesian coordinates (Å):
C 2.48772 0.46904 0.36853
N -0.72260 1.01694 -0.12939
S -2.21604 0.29591 0.08901
O -2.44668 0.27774 1.48487
H 3.39385 0.03451 0.63637
C -0.74229 -1.60321 -0.30567
H -0.76001 1.42833 -0.98284
N -1.97516 -1.31977 -0.33079
H 2.49115 1.00529 -0.54191
H 2.02773 1.14852 1.07613
C 0.31866 -0.51572 -0.13915
H -0.23028 -2.61372 -0.55350
O -3.09921 0.90303 -0.81763
N 1.47316 -0.52688 0.14597

The calculation puts the frontier orbital gap at 0.350 Ha. The energy above the lowest of the compared OMol25 structures with the same formula, charge and spin comes out at 188.3 kJ/mol. Its net charge is 0. Its LUMO energy is -0.8 eV. As for the multiplicity: 1. The calculation puts the HOMO energy at -10.31 eV. The largest force on an atom is 5.8 eV/Å.

---

No. 6
C3H5N3O9 | ωB97M-V with the def2-TZVPD basis set

Cartesian coordinates (Å):
N 1.44970 -0.74243 -0.61490
O 1.34879 -1.90739 -0.94588
C -1.06963 -0.40824 -0.92950
O 0.42645 -2.01663 1.48308
O -0.85850 -0.39630 1.94957
N 1.42138 1.62519 1.54740
H -0.55242 1.48509 0.94440
H 0.30422 1.92658 -0.38266
O 2.43372 -0.05348 -0.64881
H -1.35737 0.32953 -2.82692
C 0.36902 1.36923 0.50476
C 0.25661 -0.09209 0.03766
O 1.89641 0.66701 2.13706
O 1.63105 2.78199 1.82832
N -0.05318 -0.95066 1.28578
H -0.57266 -2.02903 -1.49754
O -0.63547 0.13749 -2.17412
O -1.35994 -1.71810 -1.00368
O -2.18015 0.24818 -0.50431
H -2.89803 -0.25594 -0.18971

The calculation puts the frontier orbital gap at 0.403 Ha. The energy above the lowest of the compared OMol25 structures with the same formula, charge and spin comes out at 100.8 kJ/mol. Its net charge is 0. Its LUMO energy is -0.7 eV. As for the multiplicity: 1. The calculation puts the HOMO energy at -11.65 eV. As for the SMILES: O=[N+]([O-])CC([N+](=O)[O-])([N+](=O)[O-])C(O)(O)O. The largest force on an atom is 3.2 eV/Å.